1.
Here is 2 unconnected molecules or ions with the total composition C4H3Cl2N in a non-equilibrium geometry from the Open Molecules 2025 dataset. Energies are from wB97M-V/def2-TZVPD.

Element x y z (Å)
C: 1.53964 0.27052 0.05972
C: -1.05867 -0.02358 0.26325
C: 2.32504 -0.62887 -0.41958
C: -2.07322 0.78869 0.12361
N: 0.75678 1.02065 0.62440
Cl: -1.08958 -1.55354 0.76681
Cl: -3.73392 0.28391 -0.00454
H: 2.98539 -1.14959 0.19850
H: 2.45132 -0.79228 -1.46308
H: -2.10278 1.78407 -0.14911

Computed properties:
energy above the lowest of the compared OMol25 structures with the same formula, charge and spin = 108.86 kcal/mol
gap between HOMO and LUMO (alpha / beta) = 0.2886 / 0.2885 hartree
DFT total energy = -1129.18519 a.u.
charge = 0

---

2.
Here is 2 unconnected molecules or ions with the total composition C38H33F2N4O2 in a non-equilibrium geometry from the Open Molecules 2025 dataset. Energies are from wB97M-V/def2-TZVPD.

Element x y z (Å)
C: -2.14143 2.07038 6.17568
C: -1.04480 2.24466 5.19322
C: 0.04592 1.37676 5.20023
F: 0.05863 0.38475 6.15028
C: 1.10841 1.46493 4.32429
C: 1.06754 2.44819 3.28282
C: 2.01003 2.60366 2.23947
C: 3.15405 1.83045 1.93135
C: 3.44287 0.52561 2.44192
C: 4.61779 -0.09278 2.06724
F: 4.90805 -1.32666 2.59578
C: 5.53205 0.45005 1.16679
C: 6.76471 -0.29636 0.81811
C: 5.22382 1.70722 0.62291
C: 4.07988 2.38037 0.99324
C: -0.02554 3.36712 3.30474
C: -1.04183 3.26555 4.22954
H: -2.82168 2.92267 6.09586
H: -2.71422 1.15275 5.98178
H: -1.76048 2.01738 7.20378
H: 1.96280 0.80776 4.44494
H: 1.89528 3.51662 1.64613
H: 2.74268 0.01042 3.09089
H: 7.29731 0.25358 0.03754
H: 7.43352 -0.40360 1.68333
H: 6.53557 -1.30332 0.44497
H: 5.91250 2.14321 -0.10105
H: 3.85620 3.36380 0.57822
H: -0.03790 4.15724 2.55326
H: -1.86774 3.97694 4.22247
O: -3.36191 1.63598 1.35199
C: -3.83840 0.81410 0.57190
C: -5.28244 0.40903 0.69124
C: -6.25658 1.27593 0.18904
C: -7.59385 0.87415 0.21633
C: -7.94517 -0.35021 0.79902
C: -6.96470 -1.16716 1.37856
C: -5.62392 -0.77451 1.35224
N: -3.15031 0.20272 -0.49187
C: -3.83908 -0.83925 -1.26292
C: -3.16447 -1.09815 -2.58799
N: -1.74794 -1.29390 -2.39611
C: -1.06611 -1.98926 -3.46362
C: 0.36717 -2.25282 -3.06853
N: 1.02641 -0.98565 -2.71914
C: 2.32410 -0.69035 -3.17081
O: 2.86105 0.40704 -3.08603
C: 3.03750 -1.84588 -3.81950
C: 3.27974 -1.81963 -5.19678
C: 3.88618 -2.92851 -5.79276
C: 4.29528 -4.01328 -5.00536
C: 4.11359 -3.98957 -3.61554
C: 3.49964 -2.88867 -3.01265
C: 0.30225 -0.09981 -1.90037
C: 0.88585 1.00358 -1.24346
N: 0.22902 1.73418 -0.33837
C: -1.06904 1.50184 -0.11639
C: -1.78248 0.45371 -0.73263
C: -1.07333 -0.34904 -1.66180
H: -5.95112 2.23250 -0.24308
H: -8.35844 1.52129 -0.21927
H: -8.99057 -0.66870 0.80677
H: -7.23925 -2.11391 1.85047
H: -4.83649 -1.38342 1.80496
H: -3.87978 -1.76958 -0.67153
H: -4.87097 -0.52549 -1.45952
H: -3.57918 -2.00807 -3.02956
H: -3.36269 -0.25404 -3.27187
H: -1.58576 -2.93902 -3.63233
H: -1.10032 -1.41277 -4.40471
H: 0.41242 -2.92905 -2.19960
H: 0.88167 -2.72817 -3.90655
H: 2.96074 -0.95225 -5.78025
H: 4.03989 -2.94329 -6.87455
H: 4.76287 -4.88192 -5.47587
H: 4.44565 -4.82529 -2.99562
H: 3.35178 -2.83233 -1.93054
H: 1.90787 1.29679 -1.44716
H: -1.55039 2.16080 0.59242

Computed properties:
gap between HOMO and LUMO = 0.1741 hartree
DFT total energy = -2036.87080 a.u.
charge = +1